A) DFT (wB97M-V/def2-TZVPD) results for C3H5NO2S in the gas phase.

The geometry in XYZ format:
```
12
Properties=species:S:1:pos:R:3:mulliken_charge:R:1
C 2.83 0.28 -0.13 -0.266
C -0.50 -0.89 0.06 -0.295
C -2.44 0.72 -0.03 0.052
H 3.45 0.36 -0.92 0.333
H 3.03 0.74 1.03 0.222
H -0.58 -1.15 -0.99 0.366
H -1.08 -1.41 0.65 0.446
H -2.41 1.94 0.00 0.263
N 1.71 -0.25 -0.40 -0.513
O 0.77 -0.56 0.54 -0.058
O -1.14 0.52 0.28 -0.230
S -3.63 -0.31 -0.08 -0.320
```

The total charge is 0. The HOMO energy comes out at -9.12 eV. The calculation puts the molar mass at 119.145 g mol⁻¹. As for the HOMO-LUMO gap: 9.6 eV. Its SMILES is C=NOCOC=S.

***

B) DFT (wB97M-V/def2-TZVPD) results for C3H5NO2S in the gas phase.

The geometry in XYZ format:
```
12
Properties=species:S:1:pos:R:3:mulliken_charge:R:1
C -0.62 -1.29 0.10 -0.324
C 1.40 -0.14 -0.14 -0.290
C -1.09 1.45 0.00 -0.043
H -0.56 -1.12 1.19 0.321
H -1.07 -2.26 -0.12 0.276
H 2.41 -0.34 -0.52 0.232
H 1.38 0.00 0.93 0.441
H -1.81 2.14 0.46 0.424
N 0.12 1.86 -0.08 -0.412
O 0.65 -1.27 -0.48 -0.344
O 1.00 1.04 -0.78 -0.193
S -1.81 -0.07 -0.57 -0.088
```

The total charge is 0. The HOMO energy comes out at -9.68 eV. The calculation puts the molar mass at 119.145 g mol⁻¹. As for the HOMO-LUMO gap: 10.3 eV. Its SMILES is C1=NOCOCS1.

***

C) DFT (wB97M-V/def2-TZVPD) results for C3H5NO2S as an isolated structure.

The geometry in XYZ format:
```
12
Properties=species:S:1:pos:R:3:mulliken_charge:R:1
C -0.66 -1.04 -1.63 0.093
C 1.37 0.39 1.28 -0.193
C 2.37 -0.49 1.08 -0.505
N -0.91 -0.35 -0.76 -0.420
O -3.87 0.16 -0.64 -0.416
O -2.25 1.82 -1.37 -0.405
S -2.78 1.01 -0.33 0.738
H -0.56 -1.38 -2.62 0.321
H 3.31 -0.37 1.57 0.278
H 0.40 0.45 0.74 0.076
H 1.57 1.27 1.91 0.219
H 2.01 -1.47 0.77 0.214
```

The total charge is 0. The HOMO energy comes out at -9.90 eV. The calculation puts the molar mass at 119.145 g mol⁻¹. As for the HOMO-LUMO gap: 9.6 eV.

***

D) DFT (wB97M-V/def2-TZVPD) results for C3H5NO2S in the gas phase.

The geometry in XYZ format:
```
12
Properties=species:S:1:pos:R:3:mulliken_charge:R:1
C 0.57 -1.66 -0.55 -0.467
C -0.54 1.31 -0.88 0.053
C -0.26 0.88 1.40 -0.114
H 0.34 -2.75 -0.42 0.267
H 0.94 -1.38 -1.58 0.218
H 1.23 -1.60 0.41 0.223
H -0.67 2.43 -0.57 0.230
H 0.16 1.99 1.59 0.213
N -0.21 0.43 0.16 0.325
O -0.54 -0.88 -0.22 -0.258
O -0.56 1.17 -2.07 -0.427
S -0.48 0.05 2.73 -0.262
```

The total charge is 0. The HOMO energy comes out at -9.06 eV. The calculation puts the molar mass at 119.145 g mol⁻¹. As for the HOMO-LUMO gap: 8.9 eV. Its SMILES is CON(C=O)C=S.

***

B) takes first place; second place is 0.0130 hartree up.

***

A) DFT (wB97M-V/def2-TZVPD) results for C3H5NO2S in the gas phase.

The geometry in XYZ format:
```
12
Properties=species:S:1:pos:R:3:mulliken_charge:R:1
C 0.02 0.37 0.29 0.753
C 0.84 0.07 1.33 -0.997
C -0.87 1.61 0.34 -0.992
N -0.13 -0.16 -0.94 -0.155
O 0.34 -3.23 -2.88 -0.367
O 0.18 -1.31 -1.48 -0.185
S 0.24 -2.87 -1.52 0.425
H 1.20 0.75 2.03 0.320
H 1.21 -0.87 1.52 0.325
H -0.14 2.41 0.47 0.268
H -1.51 1.47 1.34 0.227
H -1.37 1.77 -0.50 0.377
```

The total charge is 0. The HOMO energy (spin up / spin down) comes out at -8.16 / -8.83 eV. The calculation puts the molar mass at 119.145 g mol⁻¹. As for the HOMO-LUMO gap (spin up / spin down): 7.0 / 8.2 eV.

***

B) DFT (wB97M-V/def2-TZVPD) results for C3H5NO2S in the gas phase.

The geometry in XYZ format:
```
12
Properties=species:S:1:pos:R:3:mulliken_charge:R:1
C 2.20 -0.65 0.07 -0.252
C 1.59 0.73 -0.11 0.014
C -1.80 0.56 0.07 -0.013
H 3.85 -0.71 -0.82 0.312
H 1.82 -1.36 -0.71 0.261
H 1.87 -1.07 0.99 0.279
H 2.31 1.53 -0.23 0.406
H -1.89 1.63 -0.03 0.363
N 0.41 1.23 -0.02 -0.507
O 3.58 -0.55 0.05 -0.503
O -0.52 0.15 0.18 -0.084
S -2.96 -0.58 -0.07 -0.275
```

The total charge is 0. The HOMO energy comes out at -8.99 eV. The calculation puts the molar mass at 119.145 g mol⁻¹. As for the HOMO-LUMO gap: 9.2 eV. Its SMILES is OC/C=N\OC=S.

***

B) takes first place; second place is 0.1323 hartree up.

***

A) DFT (wB97M-V/def2-TZVPD) results for C4H7ClOS in the gas phase.

The geometry in XYZ format:
```
14
Properties=species:S:1:pos:R:3:mulliken_charge:R:1
C -0.15 -0.76 -1.47 -0.043
C 0.13 0.91 1.89 -1.155
C 0.13 -0.80 -0.02 -0.418
C -0.48 0.48 0.50 -0.654
O 0.67 -0.49 -4.07 -0.464
S 1.37 -0.53 -2.75 0.340
Cl -1.71 -0.97 -2.14 -0.102
H 1.11 0.39 2.09 0.290
H 0.17 1.97 2.09 0.344
H -0.46 0.43 2.66 0.308
H -0.33 -1.62 0.37 0.309
H 1.24 -0.87 0.35 0.328
H -1.50 0.65 0.60 0.450
H -0.20 1.21 -0.12 0.468
```

The total charge is 0. The HOMO energy (spin up / spin down) comes out at -8.23 / -8.88 eV. The calculation puts the molar mass at 138.619 g mol⁻¹. As for the HOMO-LUMO gap (spin up / spin down): 7.4 / 8.7 eV.

***

B) DFT (wB97M-V/def2-TZVPD) results for C4H7ClOS as an isolated structure.

The geometry in XYZ format:
```
14
Properties=species:S:1:pos:R:3:mulliken_charge:R:1
C 2.59 0.62 -0.51 0.489
C -0.62 1.05 0.51 -1.035
C -0.11 -0.19 -0.22 -0.395
C 1.23 -0.70 0.28 -0.464
O 2.34 1.24 -1.48 -0.381
S 1.90 -2.27 -0.26 -0.157
Cl 3.91 0.68 0.61 -0.142
H -0.57 0.76 1.49 0.376
H 0.20 1.72 0.29 0.244
H -1.65 1.43 0.09 0.273
H -0.15 0.13 -1.20 0.374
H -0.71 -1.12 -0.01 0.327
H 1.33 -0.68 1.41 0.347
H 1.88 -2.02 -1.62 0.145
```

The total charge is 0. The HOMO energy comes out at -8.73 eV. The calculation puts the molar mass at 138.619 g mol⁻¹. As for the HOMO-LUMO gap: 9.3 eV.

***

B) takes first place; second place is 0.0467 hartree up.

***

A) DFT (wB97M-V/def2-TZVPD) results for a 3-piece molecular cluster, C5H15NO2 overall.

The geometry in XYZ format:
```
23
Properties=species:S:1:pos:R:3:mulliken_charge:R:1
C 2.05 1.53 0.39 -1.344
C 0.98 0.49 -0.06 -0.030
C -0.16 0.56 1.00 -0.659
C -1.10 1.82 1.01 -0.622
C -1.67 2.11 -1.29 -0.160
N -1.81 2.43 -0.08 -0.463
H 2.96 1.46 -0.22 0.363
H 1.64 2.51 0.16 0.333
H 2.40 1.36 1.40 0.356
H 0.60 0.82 -1.01 0.083
H 1.40 -0.51 -0.01 0.313
H -0.79 -0.33 0.97 0.359
H 0.31 0.61 1.98 0.340
H -0.50 2.61 1.47 0.331
H -1.87 1.53 1.73 0.344
H -2.25 2.64 -2.05 0.271
H -1.10 1.31 -1.75 0.188
H 2.55 -4.33 1.14 0.305
H 1.71 -5.06 0.14 0.314
O 1.69 -4.33 0.76 -0.614
H -0.62 -2.39 -2.43 0.302
H -0.40 -3.25 -1.18 0.311
O -0.96 -2.56 -1.56 -0.623
```

The total charge is 0. The HOMO energy comes out at -9.08 eV. The calculation puts the molar mass at 121.180 g mol⁻¹. As for the HOMO-LUMO gap: 9.6 eV. Its SMILES is C=NCCCC.O.O.

***

B) DFT (wB97M-V/def2-TZVPD) results for a 2-piece molecular cluster, C5H15NO2 overall.

The geometry in XYZ format:
```
23
Properties=species:S:1:pos:R:3:mulliken_charge:R:1
C 0.49 -1.37 -0.85 -0.469
O 1.55 -2.30 -0.81 -0.560
C -0.33 -1.47 0.42 -0.363
C -1.40 -0.40 0.67 -0.477
C -1.96 0.43 -0.49 -0.686
C -1.13 1.66 -0.78 -0.396
N -1.00 2.51 0.45 -0.594
H -0.07 -1.75 -1.75 0.257
H 0.80 -0.36 -1.13 0.268
H 2.38 -1.90 -0.53 0.341
H 0.40 -1.46 1.22 0.176
H -0.74 -2.51 0.38 0.200
H -1.00 0.25 1.46 0.392
H -2.31 -0.77 1.21 0.332
H -3.05 0.61 -0.42 0.341
H -1.94 -0.29 -1.36 0.299
H -1.53 2.35 -1.52 0.321
H -0.19 1.42 -1.28 0.136
H -1.66 2.16 1.14 0.226
H -1.38 3.44 0.32 0.266
H 2.40 0.07 1.31 0.314
H 3.12 1.35 1.68 0.308
O 3.17 0.60 1.07 -0.631
```

The total charge is 0. The HOMO energy comes out at -9.41 eV. The calculation puts the molar mass at 121.180 g mol⁻¹. As for the HOMO-LUMO gap: 10.2 eV. Its SMILES is NCCCCCO.O.

***

C) DFT (wB97M-V/def2-TZVPD) results for a 3-piece molecular cluster, C5H15NO2 overall.

The geometry in XYZ format:
```
23
Properties=species:S:1:pos:R:3:mulliken_charge:R:1
C -0.43 0.27 -0.76 -0.811
N 0.83 -0.39 -0.41 -0.044
C 0.86 -1.84 -0.73 -0.820
C 1.18 0.04 1.07 -0.496
C -0.02 0.82 1.61 -0.479
C -0.68 1.48 0.30 -0.840
H -0.41 0.45 -1.82 0.574
H -1.21 -0.43 -0.60 0.235
H -0.18 -2.19 -0.89 0.262
H 1.37 -1.79 -1.78 0.293
H 1.39 -2.49 -0.02 0.310
H 1.15 -0.89 1.71 0.251
H 2.19 0.48 1.05 0.311
H -0.67 0.08 2.07 0.168
H 0.27 1.58 2.47 0.308
H 0.13 2.22 -0.01 0.318
H -1.62 1.89 0.39 0.468
H 1.14 2.18 -3.15 0.331
H -0.12 2.30 -2.25 0.300
O 0.25 2.48 -3.04 -0.645
H -2.27 -1.50 1.41 0.289
H -1.25 -2.43 2.02 0.310
O -1.91 -2.31 1.34 -0.594
```

The total charge is 0. The HOMO energy comes out at -8.23 eV. The calculation puts the molar mass at 121.180 g mol⁻¹. As for the HOMO-LUMO gap: 8.9 eV. Its SMILES is CN1CCCC1.O.O.

***

B) takes first place; second place is 0.0113 hartree up.

***

A) DFT (wB97M-V/def2-TZVPD) results for a 3-piece molecular cluster, C5H15NO2 overall.

The geometry in XYZ format:
```
23
Properties=species:S:1:pos:R:3:mulliken_charge:R:1
C 1.24 1.97 1.61 -0.877
C 0.22 2.16 0.51 -0.717
C -0.14 0.82 -0.13 -0.053
C 0.78 0.05 -0.69 -0.398
N 0.35 -1.21 -1.20 -0.352
C 1.37 -2.29 -1.17 -0.993
H 0.95 1.34 2.49 0.277
H 2.19 1.57 1.19 0.295
H 1.52 2.92 2.15 0.309
H 0.61 2.72 -0.38 0.244
H -0.72 2.69 0.71 0.327
H -1.09 0.46 0.27 0.130
H 1.80 0.31 -0.95 0.401
H -0.62 -1.40 -0.98 0.452
H 0.75 -3.25 -1.23 0.331
H 1.91 -2.27 -0.21 0.319
H 2.09 -2.18 -1.96 0.270
H -1.73 -0.06 1.95 0.344
H -2.73 -1.38 1.95 0.310
O -1.86 -1.00 1.82 -0.634
H -1.66 -0.91 -2.20 0.382
H -2.64 -0.06 -1.70 0.309
O -2.55 -1.02 -1.84 -0.675
```

The total charge is 0. The HOMO energy comes out at -7.83 eV. The calculation puts the molar mass at 121.180 g mol⁻¹. As for the HOMO-LUMO gap: 8.6 eV. Its SMILES is CC/C=C/NC.O.O.

***

B) DFT (wB97M-V/def2-TZVPD) results for a 2-piece molecular cluster, C5H15NO2 overall.

The geometry in XYZ format:
```
23
Properties=species:S:1:pos:R:3:mulliken_charge:R:1
C 1.16 1.31 -1.43 -0.894
N 0.18 0.92 -0.41 -0.250
C -0.05 -2.73 0.80 -1.115
C 0.43 -1.22 0.89 -0.716
C -0.22 -0.45 -0.25 0.127
C -1.85 -0.47 -0.22 -0.805
O -2.11 -0.89 -1.59 -0.543
H 1.08 2.39 -1.62 0.250
H 0.89 0.78 -2.33 0.373
H 2.18 1.07 -1.03 0.250
H 0.42 1.43 0.44 0.211
H -1.06 -2.75 0.41 0.307
H 0.54 -3.31 0.11 0.360
H -0.28 -3.09 1.81 0.331
H 0.37 -0.85 1.91 0.413
H 1.52 -1.34 0.87 0.316
H -0.14 -1.06 -1.16 0.339
H -2.18 0.56 -0.05 0.353
H -2.44 -1.09 0.46 0.387
H -2.95 -1.35 -1.57 0.308
H 0.94 4.55 1.57 0.305
H 2.26 3.86 1.15 0.310
O 1.32 3.73 1.24 -0.618
```

The total charge is 0. The HOMO energy comes out at -7.93 eV. The calculation puts the molar mass at 121.180 g mol⁻¹. As for the HOMO-LUMO gap: 8.7 eV. Its SMILES is CC[C@@H](CO)NC.O.

***

C) DFT (wB97M-V/def2-TZVPD) results for a 2-piece molecular cluster, C5H15NO2 overall.

The geometry in XYZ format:
```
23
Properties=species:S:1:pos:R:3:mulliken_charge:R:1
C 0.16 -0.61 -1.28 -0.569
C 1.35 -1.55 -1.30 -0.523
O 1.37 -2.49 -0.20 -0.530
C -0.15 -0.03 0.08 -0.379
N -1.33 0.81 0.03 -0.021
C -1.06 2.10 -0.59 -0.955
C -2.05 0.91 1.31 -0.967
H -0.69 -1.18 -1.67 0.296
H 0.35 0.15 -2.05 0.299
H 2.27 -1.01 -1.14 0.297
H 1.49 -2.11 -2.22 0.312
H 0.46 -2.67 0.09 0.301
H -0.36 -0.87 0.73 0.429
H 0.72 0.53 0.46 0.064
H 0.01 2.30 -0.62 0.295
H -1.45 2.17 -1.60 0.269
H -1.61 2.89 -0.08 0.399
H -1.81 0.05 1.93 0.347
H -1.85 1.83 1.84 0.347
H -3.12 0.84 1.09 0.294
H 2.32 -1.41 1.44 0.325
H 2.62 0.06 1.64 0.314
O 2.35 -0.72 2.12 -0.643
```

The total charge is 0. The HOMO energy comes out at -8.46 eV. The calculation puts the molar mass at 121.180 g mol⁻¹. As for the HOMO-LUMO gap: 9.3 eV. Its SMILES is CN(C)CCCO.O.

***

C) takes first place; second place is 0.0271 hartree up.